Here is a structure of composition C2H3N3O2 from the OMol25 dataset. Energies are from ωB97M-V/def2-TZVPD.

Geometry as XYZ:
```
10
Properties=species:S:1:pos:R:3:nbo_charge:R:1
C 0.20 -0.34 0.90 0.4726
C -0.08 0.48 -0.89 0.7781
H -1.03 0.45 2.20 0.3989
H -0.31 -1.00 2.84 0.3792
H -0.65 1.98 -1.66 0.5059
N -0.08 -0.15 2.31 -0.8118
N 0.59 -1.37 0.33 -0.1539
N -0.52 0.73 0.28 -0.5894
O 0.65 -0.67 -1.01 -0.3638
O -0.47 1.08 -1.98 -0.6159
```

Summary:
- Energy above the lowest of the compared OMol25 structures with the same formula, charge and spin: 72.9 kcal/mol
- Total energy: -10685.293 eV
- Gap between HOMO and LUMO: 0.3892 Ha
- HOMO level: -10.13 eV

---

Here is a structure of composition C46H44Cl7F3N3NiO4PSb from the OMol25 dataset. Energies are from ωB97M-V/def2-TZVPD.

Geometry as XYZ:
```
110
Properties=species:S:1:pos:R:3:lowdin_charge:R:1
Ni -0.24 -0.53 -0.74 0.2413
Cl -1.69 -3.57 -0.92 0.7284
C -2.06 -2.51 -2.21 -0.6970
C -1.49 -1.23 -2.17 -0.1960
C -1.85 -0.42 -3.26 -0.6512
Cl -1.24 1.20 -3.28 0.7853
C -2.66 -0.83 -4.31 -0.7173
Cl -3.00 0.21 -5.63 0.6651
C -3.18 -2.12 -4.29 -0.7190
Cl -4.16 -2.67 -5.60 0.6608
C -2.89 -2.96 -3.23 -0.7171
Cl -3.53 -4.56 -3.20 0.6604
C 2.72 -1.05 2.00 -0.1070
N 2.91 -2.39 1.48 -0.2873
C 3.86 -3.17 2.22 -0.1251
P 2.44 -2.69 -0.10 0.5899
O 1.14 -2.08 -0.39 -0.2786
N 2.44 -4.37 -0.12 -0.3117
C 1.49 -5.03 0.74 -0.1130
C 3.16 -5.21 -1.03 -0.1107
N 3.62 -2.19 -1.16 -0.3046
C 3.32 -1.49 -2.39 -0.0979
C 5.03 -2.44 -0.95 -0.1172
H 2.40 -1.11 3.04 0.0912
H 1.95 -0.55 1.41 0.0402
H 3.64 -0.46 1.95 0.0859
H 3.49 -3.32 3.24 0.0912
H 4.84 -2.68 2.28 0.0790
H 3.98 -4.14 1.75 0.0670
H 1.02 -4.28 1.38 0.0601
H 1.99 -5.77 1.37 0.0872
H 0.71 -5.53 0.16 0.0794
H 3.62 -4.61 -1.81 0.0671
H 2.49 -5.93 -1.50 0.0845
H 3.95 -5.78 -0.51 0.0826
H 2.27 -1.22 -2.40 0.0573
H 3.54 -2.11 -3.27 0.0846
H 3.91 -0.57 -2.45 0.0878
H 5.17 -3.11 -0.11 0.0638
H 5.57 -1.51 -0.76 0.0879
H 5.47 -2.90 -1.85 0.0834
Cl -1.85 -0.34 4.43 0.7305
C -1.85 -2.07 4.43 -0.6135
C -2.31 -2.75 5.54 -0.1578
C -2.43 -4.13 5.50 -0.1584
C -2.13 -4.82 4.32 -0.1433
C -1.65 -4.15 3.23 -0.0826
C -1.41 -2.75 3.26 -0.3722
C -0.72 -2.10 2.26 -0.1252
H -2.58 -2.20 6.43 0.0877
H -2.78 -4.67 6.37 0.0714
H -2.27 -5.89 4.28 0.0865
H -1.40 -4.69 2.33 0.0851
H -0.41 -2.61 1.37 -0.0295
H -0.33 -1.11 2.43 -0.0414
C 2.81 2.41 -5.03 -0.0182
C 3.37 3.55 -4.24 -0.1898
C 4.19 4.51 -4.79 -0.0702
C 4.68 5.55 -4.01 -0.6880
Cl 5.72 6.73 -4.73 0.6433
C 4.35 5.65 -2.68 -0.1152
C 3.52 4.70 -2.11 -0.0086
C 3.03 3.64 -2.87 -0.2278
O 2.25 2.64 -2.42 -0.0299
C 1.93 2.55 -1.06 -0.0688
C 1.24 1.18 -0.87 -0.6236
O 0.90 0.87 0.29 -0.1052
O 1.11 0.48 -1.88 -0.0557
H 3.15 2.45 -6.06 0.0792
H 1.73 2.43 -4.99 0.0882
H 3.12 1.47 -4.58 0.0845
H 4.46 4.45 -5.83 0.1084
H 4.73 6.46 -2.08 0.1024
H 3.26 4.79 -1.07 0.1070
H 1.24 3.35 -0.75 0.1283
H 2.82 2.59 -0.41 0.1434
F -7.88 0.48 2.70 0.0386
C -6.57 0.46 2.33 -0.2739
C -5.70 1.32 2.97 -0.0017
C -4.37 1.31 2.58 -0.1265
C -3.93 0.52 1.54 -0.3358
C -4.83 -0.35 0.94 -0.1261
C -6.15 -0.39 1.33 -0.0110
Sb -1.90 0.62 0.75 1.6676
C -1.22 2.10 2.18 -0.3575
C -0.11 1.86 2.97 -0.1612
C 0.31 2.78 3.92 -0.0067
C -0.41 3.94 4.07 -0.2724
F -0.02 4.85 5.00 0.0397
C -1.53 4.22 3.30 -0.0051
C -1.92 3.29 2.36 -0.1492
C -2.54 2.24 -0.56 -0.3820
C -3.73 2.18 -1.28 -0.1305
C -4.14 3.24 -2.08 -0.0138
C -3.33 4.36 -2.16 -0.2786
F -3.73 5.40 -2.92 0.0404
C -2.13 4.44 -1.48 -0.0096
C -1.75 3.38 -0.68 -0.1626
H -6.05 1.98 3.75 0.1170
H -3.67 1.95 3.10 0.0749
H -4.49 -1.02 0.15 0.1017
H -6.86 -1.06 0.87 0.1153
H 0.47 0.95 2.83 0.0759
H 1.18 2.59 4.54 0.1177
H -2.08 5.13 3.44 0.1163
H -2.77 3.50 1.73 0.1039
H -4.34 1.29 -1.22 0.0967
H -5.07 3.20 -2.62 0.1159
H -1.51 5.33 -1.57 0.1160
H -0.81 3.43 -0.14 0.0848
```

Summary:
- Total energy: -213756.993 eV
- Total charge: -1
- Gap between HOMO and LUMO (alpha / beta): 0.1749 / 0.1551 Ha
- HOMO level (alpha / beta): -2.75 / -2.63 eV

---

Here is a structure of composition C34H38AsCoN4P2S2Se from the OMol25 dataset. Energies are from ωB97M-V/def2-TZVPD.

Geometry as XYZ:
```
83
Properties=species:S:1:pos:R:3:lowdin_charge:R:1
Co -0.31 -0.60 0.17 -0.3449
N -0.17 2.01 1.17 -0.2672
P 0.72 0.68 1.74 0.9291
C 0.46 0.54 3.51 -0.3472
C 1.46 0.01 4.32 -0.0818
C 1.24 -0.16 5.68 -0.0556
C 0.02 0.22 6.24 -0.0553
C -0.97 0.77 5.44 -0.0634
C -0.76 0.92 4.08 -0.1185
C 2.47 1.02 1.52 -0.3682
C 2.95 2.33 1.52 -0.0805
C 4.31 2.56 1.39 -0.0511
C 5.19 1.50 1.27 -0.0431
C 4.72 0.20 1.26 -0.0523
C 3.36 -0.05 1.39 -0.1233
P -0.98 1.41 -0.17 0.8843
C -0.38 2.20 -1.66 -0.3229
C 1.01 2.31 -1.83 -0.1005
C 1.52 2.95 -2.94 -0.0694
C 0.66 3.48 -3.90 -0.0614
C -0.72 3.37 -3.74 -0.0518
C -1.24 2.73 -2.62 -0.0596
C -2.73 1.76 0.01 -0.3916
C -3.15 2.61 1.03 -0.0818
C -4.50 2.89 1.18 -0.0480
C -5.43 2.32 0.32 -0.0390
C -5.01 1.46 -0.69 -0.0441
C -3.66 1.17 -0.85 -0.1206
H -0.04 2.98 1.42 0.1000
H 2.43 -0.25 3.91 0.1035
H 2.02 -0.56 6.31 0.1174
H -0.14 0.11 7.30 0.1183
H -1.91 1.08 5.88 0.1171
H -1.55 1.33 3.45 0.0766
H 2.28 3.17 1.63 0.1041
H 4.68 3.58 1.40 0.1168
H 6.25 1.69 1.16 0.1190
H 5.40 -0.63 1.15 0.1190
H 2.99 -1.06 1.36 0.1014
H 1.69 1.90 -1.09 0.0820
H 2.59 3.03 -3.07 0.1216
H 1.06 3.99 -4.76 0.1255
H -1.39 3.79 -4.47 0.1212
H -2.31 2.68 -2.49 0.1052
H -2.44 3.06 1.71 0.0971
H -4.83 3.56 1.96 0.1182
H -6.48 2.54 0.43 0.1200
H -5.73 1.01 -1.36 0.1195
H -3.35 0.49 -1.62 0.0749
C -2.36 -4.31 1.37 -0.2224
As -1.46 -2.87 2.27 0.8349
C 0.43 -3.13 2.04 -0.2240
C -1.85 -2.95 4.14 -0.2153
S -2.09 -0.95 1.54 0.3455
H -2.05 -5.25 1.82 0.0555
H -2.10 -4.28 0.32 0.0292
H -3.43 -4.17 1.49 0.0541
H 0.70 -4.11 2.42 0.0607
H 0.96 -2.36 2.60 0.0203
H 0.68 -3.07 0.98 0.0338
H -1.57 -3.92 4.54 0.0563
H -2.92 -2.78 4.28 0.0546
H -1.29 -2.16 4.64 0.0279
C 1.32 0.45 -5.09 -0.0208
C 0.78 -0.82 -4.54 -0.2673
C 1.00 -2.07 -5.06 0.0514
C 0.46 -3.18 -4.40 -0.2550
N -0.27 -3.05 -3.28 0.1389
C -0.49 -1.85 -2.81 -0.6697
S -1.50 -1.64 -1.39 0.7436
N 0.03 -0.75 -3.42 0.1338
C 0.70 -4.57 -4.88 0.0002
H 1.78 0.28 -6.06 0.1047
H 2.07 0.85 -4.41 0.0078
H 0.52 1.19 -5.20 0.0888
H 1.59 -2.18 -5.96 0.1392
H -0.13 0.16 -2.98 0.1178
H 1.03 -4.58 -5.92 0.0915
H -0.20 -5.16 -4.76 0.0968
H 1.48 -5.02 -4.27 0.1057
Se 3.51 -0.51 -2.68 0.7435
C 2.17 -0.63 -1.56 -0.8638
N 1.26 -0.71 -0.82 -0.0467
```

Summary:
- Energy above the lowest of the compared OMol25 structures with the same formula, charge and spin: 3.3 kcal/mol
- Total energy: -245885.153 eV
- Total charge: +2
- Gap between HOMO and LUMO (alpha / beta): 0.2359 / 0.2359 Ha
- HOMO level (alpha / beta): -12.90 / -12.90 eV

---

Here is a cluster of 3 separate species, C5H15NO2 in total from the OMol25 dataset. Energies are from ωB97M-V/def2-TZVPD.

Geometry as XYZ:
```
23
Properties=species:S:1:pos:R:3:nbo_charge:R:1
C -0.87 -1.78 0.18 -0.4393
C -1.52 -0.63 0.12 0.0507
C -2.55 -0.16 -0.90 -0.6668
C -1.20 0.49 1.12 -0.4673
C -0.26 1.60 0.61 -0.2148
N 1.02 1.68 1.33 -0.8538
H -1.16 -2.62 -0.44 0.1950
H -0.13 -1.91 0.96 0.2099
H -2.42 -0.64 -1.87 0.2131
H -2.56 0.91 -1.02 0.2177
H -3.50 -0.62 -0.59 0.2308
H -0.71 -0.01 1.96 0.2116
H -2.15 0.88 1.49 0.2041
H 0.05 1.33 -0.41 0.1763
H -0.78 2.55 0.69 0.1870
H 0.84 1.77 2.32 0.3576
H 1.58 0.92 0.99 0.3767
O 1.60 -0.28 -2.56 -0.9692
H 1.51 0.66 -2.31 0.4851
H 0.84 -0.66 -3.00 0.4872
O 2.67 -1.01 0.65 -0.9679
H 3.42 -0.43 0.78 0.4797
H 2.31 -1.02 -0.23 0.4965
```

Summary:
- Energy above the lowest of the compared OMol25 structures with the same formula, charge and spin: 38.7 kcal/mol
- Total energy: -11012.267 eV
- Gap between HOMO and LUMO: 0.3452 Ha
- HOMO level: -8.77 eV
- SMILES string: C=C(C)CCN.O.O

---

Here is an isolated molecule of C8H9N5 from the OMol25 dataset. Energies are from ωB97M-V/def2-TZVPD.

Geometry as XYZ:
```
22
Properties=species:S:1:pos:R:3:nbo_charge:R:1
C 1.83 2.66 -0.09 -0.6765
C 0.80 1.56 0.01 0.2964
N -0.48 1.86 0.14 -0.4655
C -1.36 0.78 -0.01 0.5133
N -2.67 0.84 0.12 -0.5012
C -3.05 -0.45 0.10 0.1867
N -2.09 -1.31 -0.14 -0.3457
N -0.96 -0.46 -0.20 -0.2194
C 0.31 -0.75 -0.10 0.4101
C 1.25 0.19 0.14 -0.2059
C 2.59 -0.68 -0.09 -0.4212
C 2.04 -2.00 0.34 -0.2299
N 0.64 -1.99 -0.30 -0.5488
H 2.75 2.27 -0.77 0.2306
H 1.14 3.59 -0.56 0.2651
H 2.22 2.71 1.02 0.2467
H -4.10 -0.63 0.17 0.2059
H 3.29 -0.18 0.58 0.2400
H 2.86 -0.68 -1.31 0.2184
H 1.89 -2.11 1.47 0.1953
H 2.55 -2.83 -0.04 0.2115
H 0.00 -2.52 0.24 0.3941
```

Summary:
- Energy above the lowest of the compared OMol25 structures with the same formula, charge and spin: 82.3 kcal/mol
- Total energy: -15889.943 eV
- Gap between HOMO and LUMO: 0.3412 Ha
- HOMO level: -8.69 eV
- SMILES string: Cc1nc2ncnn2c2c1CCN2

---

Here is an isolated molecule of C5H9NO from the OMol25 dataset. Energies are from ωB97M-V/def2-TZVPD.

Geometry as XYZ:
```
16
Properties=species:S:1:pos:R:3:nbo_charge:R:1
C 0.36 -0.32 1.87 -0.6009
C 0.01 -0.08 0.42 -0.1774
C 1.01 0.44 -0.60 -0.1986
N 0.45 0.09 -1.91 -0.8458
C -1.42 0.40 0.05 -0.5569
C -0.93 -0.95 -0.33 0.6553
O -1.23 -2.07 -0.66 -0.5165
H -0.46 -0.85 2.36 0.2205
H 0.51 0.63 2.40 0.2111
H 1.27 -0.92 1.97 0.2156
H 1.20 1.52 -0.50 0.1790
H 1.97 -0.07 -0.47 0.2030
H -0.17 0.79 -2.30 0.3707
H 1.08 -0.29 -2.59 0.3847
H -2.17 0.37 0.84 0.2363
H -1.49 1.30 -0.56 0.2200
```

Summary:
- Energy above the lowest of the compared OMol25 structures with the same formula, charge and spin: 62.3 kcal/mol
- Total energy: -8866.510 eV
- Gap between HOMO and LUMO: 0.3480 Ha
- HOMO level: -8.58 eV
- SMILES string: C[C@]1(CN)CC1=O

---

| no. | largest force on an atom (eV Å⁻¹) |
| --- | --- |
| 1 | 9.20 |
| 2 | 2.85 |
| 3 | 0.50 |
| 4 | 1.96 |
| 5 | 4.46 |
| 6 | 0.58 |